The following is a DFT calculation (wB97M-V/def2-TZVPD) of a single C9H13P molecule at a distorted geometry.

The HOMO energy (spin up / spin down) comes out at -7.44 / -7.44 eV. The calculation puts the LUMO energy (spin up / spin down) at 0.0146 / 0.0146 Ha. The energy relative to the best compared isomer or geometry (same formula, charge and spin) comes out at 466.3 kJ/mol. The calculation puts the HOMO-LUMO gap (spin up / spin down) at 7.83 / 7.84 eV. As for the SMILES: CC1=C([P@@]2(C)=C=CCC2)C1.

Geometry as XYZ:
```
23
Properties=species:S:1:pos:R:3:lowdin_charge:R:1
C 3.54 -0.61 0.28 -0.052
C 2.29 0.10 0.59 -0.247
C 0.96 0.16 0.57 -0.210
P -0.78 -0.48 0.46 0.921
C -0.53 -1.81 -0.77 -0.218
C -2.39 -0.98 1.38 -0.208
C -3.29 -0.17 0.81 -0.354
C -2.97 0.90 -0.13 -0.263
C -1.41 0.91 -0.43 -0.298
C 1.72 1.40 1.04 -0.096
H 3.15 -1.50 -0.14 0.045
H 4.35 -0.16 -0.36 0.095
H 4.12 -0.97 1.24 0.122
H -1.58 -2.22 -0.93 0.067
H 0.02 -2.58 -0.34 0.016
H -0.18 -1.58 -1.80 0.065
H -4.34 -0.51 0.87 0.090
H -3.56 0.63 -1.05 0.112
H -3.41 1.83 0.34 0.116
H -1.21 0.76 -1.57 0.124
H -1.05 1.86 -0.29 0.041
H 1.79 2.13 0.29 0.059
H 1.78 1.71 2.05 0.074
```


The following is a DFT calculation (wB97M-V/def2-TZVPD) of a single C9H13P molecule at a distorted geometry.

The HOMO energy comes out at -9.00 eV. The calculation puts the LUMO energy at 0.0202 Ha. The energy relative to the best compared isomer or geometry (same formula, charge and spin) comes out at 143.3 kJ/mol. The calculation puts the HOMO-LUMO gap at 9.55 eV. As for the SMILES: C=P[C@]12CC[C@@H]3[C@H](CC1)[C@@H]32.

Geometry as XYZ:
```
23
Properties=species:S:1:pos:R:3:lowdin_charge:R:1
C 0.50 -2.60 -1.99 -0.343
P 1.41 -2.12 -0.68 0.972
C 0.40 -0.66 0.08 -0.529
C -0.92 -0.48 -0.59 -0.252
C -1.74 0.55 0.16 -0.154
C -1.06 0.67 1.48 -0.210
C 0.32 1.25 1.60 -0.145
C 1.00 1.69 0.27 -0.144
C 1.42 0.42 -0.45 -0.231
C 0.09 -0.25 1.55 -0.141
H -0.53 -2.49 -2.09 -0.044
H 0.94 -3.17 -2.79 -0.021
H -1.52 -1.43 -0.63 0.117
H -1.04 -0.27 -1.68 0.124
H -1.79 1.51 -0.52 0.143
H -2.79 0.17 0.30 0.125
H -1.57 0.76 2.42 0.136
H 0.69 1.67 2.44 0.098
H 1.75 2.47 0.45 0.118
H 0.27 2.22 -0.21 0.069
H 1.46 0.72 -1.47 0.109
H 2.38 0.17 -0.03 0.087
H 0.34 -0.80 2.39 0.116
```


The following is a DFT calculation (wB97M-V/def2-TZVPD) of 2 unconnected molecules or ions with the total composition C9H14 at a distorted geometry.

The HOMO energy (spin up / spin down) comes out at 1.06 / -3.58 eV. The calculation puts the LUMO energy (spin up / spin down) at 0.1415 / 0.1380 Ha. The spin multiplicity is 2. As for the expectation value of S²: 0.76. The energy relative to the best compared isomer or geometry (same formula, charge and spin) comes out at 31.5 kJ/mol. The calculation puts the HOMO-LUMO gap (spin up / spin down) at 2.79 / 7.34 eV. As for the net charge: -1.

Geometry as XYZ:
```
23
Properties=species:S:1:pos:R:3:lowdin_charge:R:1
C 1.60 2.31 1.18 -0.184
C 1.26 2.85 2.56 -0.198
H 2.59 1.87 1.17 0.051
H 0.95 1.48 0.91 0.043
H 1.53 3.05 0.38 0.058
H 2.08 3.19 3.20 0.049
H 0.82 2.05 3.18 0.052
H 0.43 3.56 2.51 0.057
C 0.40 -2.89 0.43 -0.158
C -1.57 -1.53 -0.40 -0.152
C -0.17 -1.77 -0.41 -0.349
C -2.09 -0.36 -0.91 -0.193
C -1.25 0.64 -1.47 -0.191
C 0.67 -0.72 -0.90 -0.148
C 0.13 0.43 -1.43 -0.201
H -2.20 -2.30 0.03 0.076
H -3.17 -0.19 -0.89 0.061
H -0.39 -3.26 1.10 0.040
H 1.24 -2.52 1.04 0.039
H -1.73 1.50 -1.95 0.055
H 1.74 -0.87 -1.00 0.067
H 0.74 1.26 -1.77 0.076
H 0.75 -3.76 -0.14 0.049
```


The following is a DFT calculation (wB97M-V/def2-TZVPD) of 2 unconnected molecules or ions with the total composition C9H14 at a distorted geometry.

The HOMO energy comes out at -8.68 eV. The calculation puts the LUMO energy at 0.0354 Ha. The energy relative to the best compared isomer or geometry (same formula, charge and spin) comes out at 254.2 kJ/mol. The calculation puts the HOMO-LUMO gap at 9.64 eV. As for the SMILES: Cc1ccccc1.CC.

Geometry as XYZ:
```
23
Properties=species:S:1:pos:R:3:lowdin_charge:R:1
C -2.25 -0.49 0.38 -0.085
C -1.39 0.61 0.72 -0.238
C -0.09 0.19 1.15 -0.074
C 0.85 0.93 1.79 -0.043
C 0.47 2.28 1.80 -0.091
C -0.76 2.75 1.39 -0.105
C -1.75 1.98 0.87 -0.013
H -3.23 -0.21 -0.06 0.087
H -2.69 -1.03 1.17 0.066
H -1.95 -1.23 -0.39 0.085
H 0.10 -0.83 0.89 0.079
H 1.78 0.69 1.89 0.048
H 1.24 2.93 2.13 0.088
H -0.86 3.87 1.51 0.122
H -2.62 2.33 0.61 0.054
C 2.11 -1.89 -2.55 -0.205
C 1.15 -1.74 -1.41 -0.204
H 1.67 -1.60 -3.65 0.129
H 3.18 -1.75 -2.21 0.084
H 2.35 -2.89 -2.73 0.012
H 1.16 -0.61 -1.07 0.096
H 0.12 -1.94 -1.68 0.046
H 1.42 -2.35 -0.56 0.063
```


The following is a DFT calculation (wB97M-V/def2-TZVPD) of 2 unconnected molecules or ions with the total composition C9H14 at a distorted geometry.

The HOMO energy comes out at -9.10 eV. The calculation puts the LUMO energy at 0.0360 Ha. The energy relative to the best compared isomer or geometry (same formula, charge and spin) comes out at 71.1 kJ/mol. The calculation puts the HOMO-LUMO gap at 10.07 eV. As for the SMILES: Cc1ccccc1.CC.

Geometry as XYZ:
```
23
Properties=species:S:1:pos:R:3:lowdin_charge:R:1
C 0.16 -1.40 2.33 -0.073
C 0.87 -0.27 1.66 -0.289
C 1.28 -0.25 0.35 -0.066
C 1.79 0.92 -0.20 -0.106
C 1.98 2.08 0.53 -0.087
C 1.53 2.06 1.87 -0.084
C 0.99 0.91 2.44 -0.045
H 0.00 -2.28 1.70 0.072
H -0.90 -1.21 2.53 0.082
H 0.64 -1.80 3.23 0.082
H 1.03 -1.12 -0.26 0.112
H 2.39 0.79 -1.10 0.105
H 2.39 3.01 0.16 0.097
H 1.77 2.92 2.47 0.093
H 0.74 0.78 3.48 0.106
C -2.44 -1.24 -2.30 -0.166
C -1.76 -0.08 -3.03 -0.174
H -2.38 -2.19 -2.84 0.058
H -1.91 -1.46 -1.35 0.052
H -3.47 -0.97 -2.10 0.060
H -1.12 0.46 -2.32 0.052
H -2.48 0.67 -3.36 0.057
H -1.10 -0.32 -3.87 0.061
```


The following is a DFT calculation (wB97M-V/def2-TZVPD) of 2 unconnected molecules or ions with the total composition C9H14 at a distorted geometry.

The HOMO energy comes out at -8.92 eV. The calculation puts the LUMO energy at 0.0369 Ha. The energy relative to the best compared isomer or geometry (same formula, charge and spin) comes out at 133.0 kJ/mol. The calculation puts the HOMO-LUMO gap at 9.92 eV. As for the SMILES: Cc1ccccc1.CC.

Geometry as XYZ:
```
23
Properties=species:S:1:pos:R:3:lowdin_charge:R:1
C 0.52 1.11 2.21 -0.056
C 0.20 -0.01 1.25 -0.287
C -1.09 -0.36 0.95 -0.064
C -1.38 -1.60 0.31 -0.091
C -0.35 -2.47 0.07 -0.113
C 0.98 -2.09 0.34 -0.098
C 1.28 -0.82 0.75 -0.042
H -0.14 1.99 1.98 0.093
H 1.60 1.16 2.34 0.074
H 0.19 0.80 3.21 0.076
H -2.01 0.04 1.26 0.091
H -2.44 -1.92 0.28 0.112
H -0.34 -3.52 -0.29 0.108
H 1.65 -2.85 -0.04 0.096
H 2.26 -0.39 0.87 0.099
C -0.53 1.89 -2.94 -0.172
C 0.36 2.75 -2.05 -0.172
H -1.08 1.19 -2.26 0.069
H -1.43 2.38 -3.29 0.049
H -0.04 1.47 -3.80 0.055
H 0.19 2.41 -1.01 0.053
H 0.10 3.82 -2.08 0.055
H 1.42 2.75 -2.33 0.066
```